Computed, not measured: C3H7N3O2 in the gas phase, with ωB97M-V with the def2-TZVPD basis set.

Calculated values
2S+1   1
SMILES   N/C=N\NCC(=O)O
LUMO   0.52 eV
Relative energy (zero: lowest compared OMol25 entry of this formula, charge and spin)   48.7 kcal per mole
Kohn-Sham gap   9.60 eV

Geometry (Å):
N  -2.39633  0.81337  0.36843
C  -2.15150  -0.35155  -0.29582
N  -1.00001  -0.86868  -0.46034
N  0.04837  -0.11820  0.12668
C  1.31891  -0.88684  0.09004
C  2.48794  0.08154  -0.05108
O  3.61951  -0.24202  0.18421
O  2.16314  1.30986  -0.45791
H  -3.28672  1.26575  0.17609
H  -1.61343  1.46302  0.35163
H  -3.04376  -0.86236  -0.68954
H  -0.18494  0.03165  1.11764
H  1.47890  -1.43216  1.03108
H  1.35577  -1.50930  -0.80574
H  1.20413  1.30593  -0.68538

Computed, not measured: 3 unconnected molecules or ions with the total composition CH8N4S, with ωB97M-V with the def2-TZVPD basis set.

Calculated values
2S+1   1
LUMO (alpha / beta)   -11.52 / -11.52 eV
Total charge   +2
Relative energy (zero: lowest compared OMol25 entry of this formula, charge and spin)   62.0 kcal per mole
Kohn-Sham gap (alpha / beta)   7.18 / 7.17 eV

Geometry (Å):
C  0.50754  1.01104  -0.03381
N  1.10384  -0.09147  0.31909
N  -0.84992  0.96299  -0.03581
N  2.35451  -0.46646  0.46741
N  -1.35413  -0.18849  0.19704
S  -2.96182  -0.37867  0.30202
H  -0.48131  -2.01342  -1.52285
H  1.09961  1.85335  -0.49002
H  0.51145  -0.85824  0.40988
H  -1.52772  1.80512  -0.15085
H  2.42957  -1.39699  0.91572
H  3.15803  0.13669  0.23966
H  -0.40988  -1.33664  -0.92637
H  -3.57976  0.96118  0.30891

Question: Among the records above, which one has the highest relative energy (zero: lowest compared OMol25 entry of this formula, charge and spin)?
Answer: CH8N4S

Question: What is the relative energy (zero: lowest compared OMol25 entry of this formula, charge and spin) in the first record?
Answer: 48.7 kcal per mole